1.
14
Properties=species:S:1:pos:R:3:lowdin_charge:R:1 method="wB97M-V/def2-TZVPD" charge=0 e_homo_ha=-0.36695 smiles="O[C@H]1C=CC1.O" gap_ev=10.9 energy_ev=-8370.89504
O 1.90 0.82 -0.23 -0.0154
C 1.10 0.16 0.71 -0.3723
C -0.29 0.69 1.04 -0.0481
C -0.88 -0.48 0.76 -0.0891
O -1.03 0.65 -2.09 -0.0594
C 0.39 -1.17 0.29 -0.1111
H 1.40 0.87 -1.06 0.0849
H 1.72 0.04 1.61 0.1457
H -1.01 0.85 -1.14 -0.0054
H -0.64 1.64 1.42 0.1077
H -1.90 -0.85 0.86 0.1037
H -1.89 0.20 -2.19 0.0462
H 0.44 -1.33 -0.79 0.1074
H 0.68 -2.08 0.82 0.1053

---

2.
81
Properties=species:S:1:pos:R:3:lowdin_charge:R:1 method="wB97M-V/def2-TZVPD" spin_multiplicity=4 charge=+1 e_homo_ha="-0.35786 / -0.35302" gap_ev="5.9 / 5.7" energy_ev=-97916.01370
Mn 0.96 0.19 0.51 0.6858
O 3.13 -2.35 3.97 0.1152
C 2.58 -1.67 2.94 -0.4311
O 1.80 -2.13 2.12 0.0944
C 3.04 -0.24 2.97 -0.1307
C 4.05 0.12 3.86 0.0473
C 4.41 1.48 3.96 0.0131
C 3.69 2.42 3.22 0.0636
C 2.66 1.95 2.35 -0.1523
N 2.36 0.64 2.17 0.1362
C 1.80 2.97 1.85 -0.3789
O 1.84 4.13 2.20 0.1776
O 1.00 2.47 0.84 -0.0321
H 2.76 -3.26 3.95 0.1545
H 4.53 -0.65 4.47 0.1324
H 5.21 1.81 4.64 0.1310
H 3.76 3.50 3.36 0.1365
S 3.82 2.46 -2.61 1.1470
C 4.48 0.91 -2.11 -0.4393
C 5.71 0.35 -2.42 -0.0739
C 6.05 -0.90 -1.89 -0.0704
C 5.17 -1.53 -1.03 -0.0770
C 3.94 -0.98 -0.70 -0.0138
C 3.61 0.27 -1.22 -0.2756
N 2.43 0.99 -0.95 0.0460
C 2.40 2.11 -1.63 -0.4723
C 1.29 3.09 -1.49 -0.1204
C 0.80 3.83 -2.59 -0.0208
C -0.11 4.87 -2.40 -0.0570
C -0.66 5.10 -1.14 -0.0446
C -0.25 4.33 -0.05 0.0062
C 0.65 3.31 -0.23 -0.1775
H 6.31 0.74 -3.23 0.1129
H 6.98 -1.37 -2.19 0.1197
H 5.37 -2.58 -0.70 0.1261
H 3.26 -1.52 -0.07 0.0930
H 1.13 3.62 -3.59 0.1107
H -0.42 5.47 -3.27 0.1225
H -1.45 5.86 -1.02 0.1232
H -0.69 4.60 0.92 0.1384
C -2.32 -1.35 -3.09 -0.0968
C -2.92 -0.54 -1.89 -0.5711
C -2.53 0.96 -2.12 -0.1074
C -4.44 -0.73 -1.87 -0.0764
P -2.00 -1.12 -0.28 0.9356
N -0.48 -0.59 -0.28 -0.3469
C -3.00 -0.36 1.22 -0.5799
C -2.06 -0.31 2.45 -0.1025
C -4.25 -1.17 1.62 -0.0795
C -3.40 1.06 0.78 -0.1045
C -1.91 -3.04 -0.29 -0.6061
C -1.43 -3.33 1.14 -0.1043
C -0.91 -3.55 -1.31 -0.1046
C -3.23 -3.80 -0.55 -0.0719
H -2.69 -0.91 -4.04 0.0918
H -2.69 -2.36 -3.05 0.0396
H -1.20 -1.30 -3.14 0.0981
H -2.70 1.20 -3.20 0.0918
H -1.49 1.17 -1.89 0.0522
H -3.18 1.64 -1.56 0.0524
H -4.88 -0.20 -2.73 0.0961
H -4.91 -0.36 -0.97 0.0418
H -4.73 -1.80 -1.97 0.0819
H -1.41 -1.17 2.57 0.0465
H -2.69 -0.07 3.33 0.0957
H -1.35 0.56 2.39 0.0663
H -3.96 -2.12 2.07 0.0631
H -4.93 -1.36 0.79 0.0633
H -4.76 -0.54 2.39 0.1013
H -2.59 1.68 0.37 0.0684
H -3.78 1.63 1.62 0.0941
H -4.18 1.03 0.02 0.0573
H -0.47 -2.85 1.29 0.0438
H -1.27 -4.41 1.20 0.0912
H -2.18 -3.00 1.88 0.0639
H -0.05 -2.87 -1.40 0.0628
H -1.35 -3.64 -2.33 0.0713
H -0.49 -4.53 -1.03 0.0947
H -4.10 -3.46 0.07 0.0872
H -3.06 -4.85 -0.39 0.0793
H -3.45 -3.72 -1.61 0.0550

---

3.
85
Properties=species:S:1:pos:R:3:lowdin_charge:R:1 method="wB97M-V/def2-TZVPD" charge=0 e_homo_ha=-0.36444 gap_ev=9.4 energy_ev=-3590066.98716
C -2.36 7.88 -0.20 -1.6210
Br -1.07 9.35 -0.14 0.5546
Br -3.96 8.35 -1.05 0.6293
Br -2.65 7.23 1.64 0.4978
H -1.86 7.09 -0.74 -0.0565
C -1.08 2.40 4.47 -1.6171
Br 0.44 1.23 4.88 0.5316
Br -0.63 4.24 4.23 0.5735
Br -2.60 2.15 5.65 0.5699
H -1.43 2.06 3.53 -0.1005
C 3.79 1.24 -2.26 -1.6711
Br 4.30 3.08 -1.90 0.5831
Br 5.11 0.31 -3.25 0.6052
Br 2.12 1.11 -3.06 0.6162
H 3.70 0.77 -1.31 -0.1244
C -1.35 -6.60 0.69 -1.6917
Br -1.64 -7.93 1.98 0.6352
Br 0.34 -6.86 -0.19 0.5465
Br -1.63 -4.84 1.28 0.5352
H -2.03 -6.77 -0.10 -0.1037
C 2.32 5.08 0.48 -1.6648
Br 3.02 3.71 1.58 0.6173
Br 3.70 6.25 -0.08 0.5934
Br 0.87 6.10 1.24 0.5611
H 1.91 4.64 -0.37 -0.1279
C 2.90 -5.22 3.24 -1.6645
Br 4.36 -5.93 2.40 0.6718
Br 1.76 -6.59 3.85 0.5978
Br 1.81 -3.97 2.14 0.4987
H 3.21 -4.58 4.03 -0.1189
C 6.18 1.61 1.50 -1.6121
Br 4.87 0.23 1.10 0.4923
Br 7.72 1.65 0.41 0.6237
Br 6.72 1.36 3.37 0.5431
H 5.63 2.58 1.32 -0.0567
C -5.76 2.91 0.57 -1.5958
Br -4.66 1.38 0.31 0.5360
Br -7.25 3.06 -0.69 0.5624
Br -4.67 4.54 0.61 0.5072
H -6.20 2.79 1.59 -0.0115
C -6.36 -3.64 -1.20 -1.6149
Br -5.94 -4.84 -2.65 0.5518
Br -5.76 -1.83 -1.59 0.5260
Br -5.58 -4.25 0.45 0.5614
H -7.48 -3.70 -1.09 -0.0008
C -1.70 -5.02 -3.59 -1.5800
Br -2.03 -3.79 -2.23 0.5557
Br -2.65 -4.68 -5.29 0.5241
Br -2.19 -6.79 -2.97 0.5881
H -0.65 -5.06 -3.81 -0.0386
C -2.49 1.59 -3.93 -1.5426
Br -1.52 2.11 -5.50 0.6129
Br -2.52 3.08 -2.63 0.5156
Br -1.78 -0.06 -3.28 0.5948
H -3.51 1.43 -4.24 -0.0185
C 0.74 7.02 -2.69 -1.5979
Br -0.74 7.80 -3.69 0.5715
Br 2.45 7.50 -3.41 0.5790
Br 0.56 5.09 -2.86 0.5355
H 0.69 7.33 -1.64 -0.0680
C -2.21 -2.73 4.98 -1.6517
Br -4.14 -2.83 5.11 0.5906
Br -1.68 -1.69 3.46 0.5011
Br -1.23 -4.32 5.11 0.6016
H -1.97 -2.19 5.85 -0.0558
C -0.23 0.50 0.12 -1.5384
Br -1.69 -0.76 0.43 0.4812
Br 1.40 -0.04 1.10 0.5188
Br -0.68 2.27 0.58 0.6065
H 0.03 0.40 -0.94 -0.0898
C 3.93 -2.32 5.95 -1.6204
Br 2.08 -2.64 6.23 0.5891
Br 4.30 -1.89 4.06 0.5336
Br 5.04 -3.77 6.55 0.5900
H 4.25 -1.44 6.64 0.0246
C 2.77 -3.82 -1.37 -1.6833
Br 4.21 -2.79 -0.62 0.5529
Br 3.30 -5.61 -1.84 0.5706
Br 1.93 -2.96 -2.78 0.6076
H 2.01 -3.99 -0.63 -0.1131
C 0.63 -0.68 -6.48 -1.7572
Br 2.47 -0.94 -6.48 0.6169
Br -0.27 -2.33 -6.14 0.5443
Br 0.04 0.21 -8.04 0.5975
H 0.24 -0.02 -5.69 -0.1172

---

4.
79
Properties=species:S:1:pos:R:3:lowdin_charge:R:1 method="wB97M-V/def2-TZVPD" charge=+2 e_homo_ha=-0.42969 gap_ev=4.2 energy_ev=-44145.31141
C 0.50 3.85 3.87 -0.1412
C 0.26 5.50 3.75 -0.2338
C -0.44 5.88 2.28 -0.2027
C -2.07 5.98 2.38 -0.1867
N -2.81 5.76 1.07 -0.0401
N -3.03 4.38 0.86 -0.1119
C -1.96 3.69 0.01 0.0717
C -2.10 2.09 -0.34 0.0672
C -3.41 1.22 0.23 -0.0988
C -3.46 -0.36 -0.22 -0.0883
C -4.28 -0.81 -1.59 0.0839
C -4.21 -2.43 -1.96 0.0823
N -3.44 -3.38 -1.07 -0.1029
C -3.39 -4.84 -1.51 -0.1601
C -2.40 -5.11 -2.80 -0.1625
C -1.05 -4.18 -2.83 -0.2116
C -0.88 -3.30 -4.24 -0.1960
C 0.54 -2.44 -4.05 -0.2139
C 0.31 -0.97 -3.34 -0.2311
C 1.69 -0.37 -2.61 -0.2387
C 2.01 -1.20 -1.23 -0.2903
Si 2.99 -0.21 0.10 0.5131
C 3.73 1.46 -0.50 -0.2310
C 1.69 0.24 1.50 -0.2366
C 4.30 -1.36 1.01 -0.2173
C 4.53 -2.95 0.65 -0.0762
C 5.59 -3.92 1.44 -0.0592
C 6.48 -3.30 2.68 -0.0564
C 6.28 -1.70 3.03 -0.0657
C 5.22 -0.71 2.24 -0.0605
C -2.72 -3.03 0.22 0.0758
C -2.67 -1.46 0.75 0.0817
C -4.52 2.01 1.15 0.0705
C -4.24 3.63 1.44 0.1149
H 0.08 3.29 2.91 0.0563
H -0.14 3.50 4.79 0.0764
H 1.64 3.58 4.07 0.0941
H 1.33 6.00 3.88 0.1194
H -0.42 5.88 4.65 0.1164
H -0.06 5.04 1.53 0.0872
H -0.02 6.92 1.89 0.1241
H -2.33 7.08 2.74 0.1491
H -2.44 5.26 3.25 0.1405
H -2.29 6.17 0.25 0.1536
H -1.02 4.25 -0.44 0.1496
H -1.29 1.53 -1.00 0.1227
H -4.87 -0.05 -2.27 0.1277
H -4.74 -2.84 -2.93 0.1635
H -4.51 -5.13 -1.80 0.1506
H -3.11 -5.54 -0.60 0.1473
H -2.03 -6.24 -2.74 0.1385
H -3.02 -5.00 -3.80 0.1241
H -0.07 -4.86 -2.78 0.1301
H -0.95 -3.41 -1.96 0.0848
H -0.83 -4.02 -5.19 0.1303
H -1.76 -2.52 -4.35 0.1024
H 1.21 -3.07 -3.30 0.0992
H 1.15 -2.38 -5.08 0.1321
H -0.11 -0.24 -4.17 0.1144
H -0.58 -1.11 -2.57 0.0852
H 1.61 0.79 -2.49 0.0903
H 2.58 -0.62 -3.36 0.1330
H 2.65 -2.15 -1.54 0.0773
H 1.00 -1.54 -0.73 0.0725
H 4.14 2.02 0.47 0.0547
H 4.69 1.31 -1.18 0.0703
H 2.96 2.19 -0.99 0.0365
H 0.96 1.10 1.19 0.0157
H 1.11 -0.76 1.79 0.0444
H 2.36 0.51 2.45 0.0486
H 3.90 -3.41 -0.23 0.0622
H 5.75 -5.06 1.19 0.0877
H 7.25 -3.93 3.34 0.0993
H 6.91 -1.23 3.92 0.0895
H 5.06 0.43 2.51 0.0817
H -2.17 -3.87 0.84 0.1581
H -2.11 -1.18 1.74 0.1256
H -5.46 1.44 1.58 0.1282
H -5.04 4.18 2.11 0.1570

---

5.
10
Properties=species:S:1:pos:R:3:lowdin_charge:R:1 method="wB97M-V/def2-TZVPD" charge=-1 e_homo_ha=-0.19109 smiles="O=[P@@]([O-])(Cl)CC=S" gap_ev=8.3 energy_ev=-38867.52082
C -0.89 -1.00 -0.57 -0.6628
C 0.34 0.13 -0.40 -0.3231
O 2.33 -1.27 -1.56 -0.4080
O 1.65 -2.15 0.71 -0.3993
P 1.80 -1.05 -0.22 -0.0828
S -1.78 -1.32 0.75 0.5813
Cl 2.95 0.38 0.77 0.2094
H -1.00 -1.62 -1.52 0.0589
H 0.25 0.68 0.44 -0.0168
H 0.51 0.80 -1.19 0.0432

---

6.
85
Properties=species:S:1:pos:R:3:lowdin_charge:R:1 method="wB97M-V/def2-TZVPD" charge=+3 e_homo_ha=-0.59564 gap_ev=7.1 energy_ev=-65608.07027
La 0.07 0.34 -0.37 1.7230
P -2.90 -0.41 -0.74 0.6799
P 0.12 0.61 -3.28 0.7608
P -1.26 3.00 -0.34 0.7008
H 2.96 1.91 2.88 0.0525
C 2.33 2.56 3.51 -0.0955
C 1.28 2.05 4.18 -0.0695
H 1.02 0.97 4.09 0.0437
C -2.90 -2.25 -0.80 -0.2659
C -4.07 0.01 -2.08 -0.2625
C -3.89 -0.10 0.78 -0.2529
C 1.52 0.85 -4.42 -0.2406
C -0.51 -1.03 -3.90 -0.2059
C -1.11 1.78 -3.98 -0.2061
C -1.31 3.55 1.42 -0.2512
C -2.96 3.39 -0.90 -0.2606
C -0.33 4.41 -1.07 -0.2356
H 2.60 3.63 3.56 0.0691
H 0.65 2.67 4.84 0.0688
H -2.39 -2.67 0.08 0.0397
H -2.38 -2.60 -1.70 0.0382
H -3.94 -2.63 -0.81 0.0721
H -3.65 -0.26 -3.06 0.0375
H -4.29 1.09 -2.07 0.0376
H -5.02 -0.53 -1.95 0.0729
H -3.48 -0.70 1.62 0.0453
H -4.95 -0.38 0.62 0.0754
H -3.83 0.97 1.05 0.0307
H 1.26 0.48 -5.43 0.0826
H 2.37 0.28 -4.03 0.0650
H 1.80 1.92 -4.48 0.0680
H -0.56 -0.97 -4.99 0.0816
H -1.50 -1.28 -3.49 0.0244
H 0.20 -1.82 -3.62 0.0680
H -0.99 1.77 -5.07 0.0818
H -0.94 2.80 -3.60 0.0381
H -2.14 1.48 -3.73 0.0380
H -1.62 4.61 1.48 0.0739
H -0.32 3.43 1.89 0.0311
H -2.04 2.93 1.97 0.0484
H -3.17 4.45 -0.75 0.0744
H -3.69 2.79 -0.33 0.0332
H -3.07 3.15 -1.96 0.0342
H -0.77 5.34 -0.69 0.0734
H -0.40 4.39 -2.16 0.0442
H 0.73 4.37 -0.79 0.0321
C 2.68 2.64 -0.95 -0.3279
C 3.32 2.73 -2.20 -0.0254
C 4.09 3.87 -2.42 -0.0347
C 4.34 4.81 -1.38 -0.0375
C 3.77 4.61 -0.12 -0.0408
C 2.94 3.51 0.12 -0.0343
O 1.66 1.70 -0.78 -0.4603
H 1.01 1.41 -1.90 0.0209
H 3.20 1.92 -2.94 0.0881
H 4.56 4.00 -3.40 0.1251
H 4.99 5.67 -1.55 0.1250
H 4.01 5.28 0.74 0.1347
H 2.48 3.29 1.10 0.0856
C -0.09 -5.39 3.44 0.0363
N -0.32 -3.99 3.14 -0.0367
N 0.38 -3.33 2.17 0.0661
C 0.00 -2.02 2.17 -0.3832
O 0.36 -1.19 1.25 -0.3406
C -0.92 -1.87 3.24 0.0613
C -1.10 -3.11 3.79 -0.2272
C -1.98 -3.51 4.92 0.0052
C 1.32 -4.01 1.32 -0.1977
C 0.93 -5.15 0.62 -0.0302
C 1.87 -5.83 -0.16 -0.0426
C 3.18 -5.34 -0.25 -0.0479
C 3.54 -4.15 0.40 -0.0470
C 2.60 -3.47 1.18 -0.0106
H 0.98 -5.60 3.65 0.1283
H -0.46 -6.06 2.65 0.1020
H -0.65 -5.62 4.36 0.1049
H -1.38 -0.94 3.51 0.1197
H -2.66 -4.35 4.68 0.1068
H -1.42 -3.81 5.83 0.1128
H -2.61 -2.65 5.20 0.1008
H -0.09 -5.50 0.69 0.1125
H 1.58 -6.74 -0.70 0.1237
H 3.93 -5.88 -0.85 0.1267
H 4.56 -3.75 0.31 0.1201
H 2.84 -2.55 1.71 0.1234

---

Repeat the fourth record exactly.
79
Properties=species:S:1:pos:R:3:lowdin_charge:R:1 method="wB97M-V/def2-TZVPD" charge=+2 e_homo_ha=-0.42969 gap_ev=4.2 energy_ev=-44145.31141
C 0.50 3.85 3.87 -0.1412
C 0.26 5.50 3.75 -0.2338
C -0.44 5.88 2.28 -0.2027
C -2.07 5.98 2.38 -0.1867
N -2.81 5.76 1.07 -0.0401
N -3.03 4.38 0.86 -0.1119
C -1.96 3.69 0.01 0.0717
C -2.10 2.09 -0.34 0.0672
C -3.41 1.22 0.23 -0.0988
C -3.46 -0.36 -0.22 -0.0883
C -4.28 -0.81 -1.59 0.0839
C -4.21 -2.43 -1.96 0.0823
N -3.44 -3.38 -1.07 -0.1029
C -3.39 -4.84 -1.51 -0.1601
C -2.40 -5.11 -2.80 -0.1625
C -1.05 -4.18 -2.83 -0.2116
C -0.88 -3.30 -4.24 -0.1960
C 0.54 -2.44 -4.05 -0.2139
C 0.31 -0.97 -3.34 -0.2311
C 1.69 -0.37 -2.61 -0.2387
C 2.01 -1.20 -1.23 -0.2903
Si 2.99 -0.21 0.10 0.5131
C 3.73 1.46 -0.50 -0.2310
C 1.69 0.24 1.50 -0.2366
C 4.30 -1.36 1.01 -0.2173
C 4.53 -2.95 0.65 -0.0762
C 5.59 -3.92 1.44 -0.0592
C 6.48 -3.30 2.68 -0.0564
C 6.28 -1.70 3.03 -0.0657
C 5.22 -0.71 2.24 -0.0605
C -2.72 -3.03 0.22 0.0758
C -2.67 -1.46 0.75 0.0817
C -4.52 2.01 1.15 0.0705
C -4.24 3.63 1.44 0.1149
H 0.08 3.29 2.91 0.0563
H -0.14 3.50 4.79 0.0764
H 1.64 3.58 4.07 0.0941
H 1.33 6.00 3.88 0.1194
H -0.42 5.88 4.65 0.1164
H -0.06 5.04 1.53 0.0872
H -0.02 6.92 1.89 0.1241
H -2.33 7.08 2.74 0.1491
H -2.44 5.26 3.25 0.1405
H -2.29 6.17 0.25 0.1536
H -1.02 4.25 -0.44 0.1496
H -1.29 1.53 -1.00 0.1227
H -4.87 -0.05 -2.27 0.1277
H -4.74 -2.84 -2.93 0.1635
H -4.51 -5.13 -1.80 0.1506
H -3.11 -5.54 -0.60 0.1473
H -2.03 -6.24 -2.74 0.1385
H -3.02 -5.00 -3.80 0.1241
H -0.07 -4.86 -2.78 0.1301
H -0.95 -3.41 -1.96 0.0848
H -0.83 -4.02 -5.19 0.1303
H -1.76 -2.52 -4.35 0.1024
H 1.21 -3.07 -3.30 0.0992
H 1.15 -2.38 -5.08 0.1321
H -0.11 -0.24 -4.17 0.1144
H -0.58 -1.11 -2.57 0.0852
H 1.61 0.79 -2.49 0.0903
H 2.58 -0.62 -3.36 0.1330
H 2.65 -2.15 -1.54 0.0773
H 1.00 -1.54 -0.73 0.0725
H 4.14 2.02 0.47 0.0547
H 4.69 1.31 -1.18 0.0703
H 2.96 2.19 -0.99 0.0365
H 0.96 1.10 1.19 0.0157
H 1.11 -0.76 1.79 0.0444
H 2.36 0.51 2.45 0.0486
H 3.90 -3.41 -0.23 0.0622
H 5.75 -5.06 1.19 0.0877
H 7.25 -3.93 3.34 0.0993
H 6.91 -1.23 3.92 0.0895
H 5.06 0.43 2.51 0.0817
H -2.17 -3.87 0.84 0.1581
H -2.11 -1.18 1.74 0.1256
H -5.46 1.44 1.58 0.1282
H -5.04 4.18 2.11 0.1570